# 1
C12H14BN3OS | wB97M-V/def2-TZVPD

For the HOMO energy, the calculation gives -7.97 eV. The calculation puts the LUMO energy at -1.4 eV. Its SMILES is CCB(O)c1cccc2nsnc12.c1cc[nH]c1. As for the energy: -1128.0469 Ha.

The geometry in XYZ format:
```
32
Properties=species:S:1:pos:R:3:mulliken_charge:R:1
C -3.1436 -1.0341 1.5130 -0.841
C -2.7244 -1.5027 0.0038 -0.454
B -1.0710 -1.5673 -0.0333 0.376
O -0.3757 -2.5431 -0.8643 -0.677
C -0.3220 -0.4858 0.9662 0.514
C 0.5751 -1.0950 2.0711 -0.521
C 1.3024 -0.1729 3.1149 -0.427
C 1.1035 1.3727 3.0340 -0.562
C 0.2150 2.0227 1.8906 0.460
N -0.0681 3.4362 1.6692 -0.523
S -1.1218 3.4174 0.3158 0.180
N -1.3652 1.7819 -0.1652 -0.460
C -0.5205 1.1052 0.8356 0.440
H -2.9209 0.0789 1.7047 0.200
H -2.6468 -1.6795 2.3220 0.252
H -4.2988 -1.1269 1.5816 0.318
H -3.0683 -2.5882 -0.1526 0.272
H -3.0809 -0.7713 -0.7994 0.295
H -0.3816 -3.4074 -0.3744 0.295
H 0.7019 -2.2270 2.1195 0.247
H 1.9235 -0.6945 3.9242 0.312
H 1.6364 2.0324 3.8185 0.313
C 3.0116 1.0958 -3.0772 -0.410
C 1.7411 1.7208 -3.0396 -0.557
C 0.8180 0.7467 -2.7455 -0.403
N 1.4759 -0.4331 -2.6067 0.079
C 2.8171 -0.2357 -2.7998 -0.546
H 3.9622 1.5673 -3.2799 0.391
H 1.5258 2.7661 -3.2074 0.402
H -0.2538 0.7943 -2.6226 0.450
H 1.0396 -1.3172 -2.3922 0.204
H 3.5142 -1.0567 -2.7246 0.381
```

# 2
H12O5S2 | wB97M-V/def2-TZVPD

For the HOMO energy, the calculation gives -9.32 eV. The calculation puts the LUMO energy at 0.1 eV. Its SMILES is SS.O.O.O.O.O. For the energy above the lowest of the compared OMol25 structures with the same formula, charge and spin, the calculation gives 15.86 kcal/mol. As for the energy: -1179.7521 Ha.

The geometry in XYZ format:
```
19
Properties=species:S:1:pos:R:3:mulliken_charge:R:1
S -1.4482 1.8574 -2.0284 -0.199
S -3.4439 1.0232 -2.1898 -0.138
H -1.0339 1.0277 -3.0563 0.195
H -3.2882 0.4044 -1.0912 0.126
O 0.5421 1.4237 1.5104 -0.668
H 1.1788 1.8873 2.1374 0.309
H 1.0575 1.2589 0.6939 0.406
O 1.3066 -1.7209 1.6183 -0.600
H 1.1793 -1.3722 2.4479 0.288
H 0.9430 -1.0533 1.0320 0.266
O 2.2316 0.6271 -0.5160 -0.726
H 1.5253 -0.0505 -0.7226 0.383
H 2.9780 0.3742 -1.0830 0.290
O -1.4103 -0.6045 0.9582 -0.544
H -2.2905 -0.5252 1.3652 0.267
H -0.9305 0.1149 1.2779 0.322
O 0.4526 -1.2928 -1.0492 -0.665
H -0.4181 -1.2302 -0.5719 0.345
H 0.8688 -2.1490 -0.7329 0.345
```

# 3
C4H8O3 | wB97M-V/def2-TZVPD

For the HOMO energy, the calculation gives -10.39 eV. The calculation puts the LUMO energy at 0.8 eV. Its SMILES is OCC1(CO)CO1. For the energy above the lowest of the compared OMol25 structures with the same formula, charge and spin, the calculation gives 56.75 kcal/mol. As for the energy: -382.8744 Ha.

The geometry in XYZ format:
```
15
Properties=species:S:1:pos:R:3:mulliken_charge:R:1
O 2.3538 -0.5345 -0.1806 -0.548
C 1.4253 0.5191 -0.0912 -0.663
C -0.0090 -0.0144 -0.0062 1.070
C -1.1025 1.0078 0.2203 -0.709
O -2.3798 0.5280 -0.1219 -0.522
C -0.2818 -1.3569 0.4585 -0.579
O -0.2373 -1.0713 -0.9545 -0.572
H 2.0119 -1.1063 -0.8825 0.334
H 1.6635 1.0869 0.8112 0.324
H 1.5500 1.2089 -0.9485 0.301
H -1.1525 1.2207 1.2956 0.302
H -0.8309 1.9167 -0.3201 0.345
H -2.2656 0.0949 -0.9746 0.334
H -1.2889 -1.5950 0.8060 0.312
H 0.5439 -1.9046 0.8883 0.270
```

# 4
C4H11BrNO | wB97M-V/def2-TZVPD

For the HOMO energy (alpha / beta), the calculation gives -12.87 / -12.91 eV. The calculation puts the LUMO energy (alpha / beta) at -4.7 / -4.6 eV. Its total charge is +1. For the energy above the lowest of the compared OMol25 structures with the same formula, charge and spin, the calculation gives 98.67 kcal/mol. As for the energy: -2862.6019 Ha.

The geometry in XYZ format:
```
18
Properties=species:S:1:pos:R:3:mulliken_charge:R:1
C -1.6580 0.8928 -0.8615 -1.346
C 0.1477 1.1731 0.9576 -1.023
C -1.0846 0.4917 0.5549 0.763
C 1.7853 -0.1632 -0.3096 -0.513
N 1.3507 -1.5922 -0.1551 -0.170
O -1.1017 -0.9349 0.6314 -0.566
Br 3.5994 0.2128 0.0360 -0.010
H -2.5932 0.3016 -0.9503 0.430
H -0.8788 0.8823 -1.5374 0.302
H -1.9472 1.8764 -0.9078 0.401
H 0.4833 0.9132 1.9068 0.349
H 0.3880 2.0883 0.5937 0.447
H -1.9276 0.6049 1.3611 0.272
H 1.4831 0.2688 -1.3612 0.264
H 0.5660 -1.3770 0.5912 0.409
H 1.1289 -2.0558 -1.0337 0.318
H 1.9916 -2.2002 0.3609 0.396
H -1.7329 -1.3827 0.1231 0.278
```